Computed, not measured: a cluster of 6 separate species, C46H71F15NO16PS2 in total, with ωB97M-V/def2-TZVPD.

```
152
Properties=species:S:1:pos:R:3:mulliken_charge:R:1
C 0.069 1.410 -10.482 -0.983
C -1.434 1.035 -10.470 -0.808
N -1.849 0.089 -9.419 0.263
C -0.862 -0.989 -9.196 -0.381
C -1.554 -2.299 -8.731 -1.461
C -2.246 0.706 -8.240 -0.040
S -1.707 2.151 -7.690 -0.192
S -3.485 -0.130 -7.231 -0.196
C -2.663 -0.458 -5.639 -0.784
C -3.030 0.561 -4.529 -0.593
C -3.269 -0.097 -3.155 -0.466
O -2.285 0.333 -2.184 -0.354
P -2.957 0.856 -0.821 0.929
O -3.682 2.080 -1.141 -0.727
O -4.044 -0.207 -0.286 -0.488
O -1.848 1.191 0.272 -0.133
C -1.327 0.094 1.048 -0.389
C -1.090 0.511 2.512 -0.278
O -0.857 -0.629 3.301 -0.439
C 0.243 -0.339 4.193 -0.344
C 0.617 -1.575 4.984 -0.688
O 1.457 -1.309 6.117 -0.544
C 2.243 -0.169 5.987 -0.256
C 1.956 0.990 6.662 -0.959
C 2.745 2.103 6.485 -0.218
C 3.836 2.107 5.635 0.178
C 4.714 3.401 5.406 3.208
C 3.895 4.235 4.371 -2.034
C 4.754 4.134 6.753 -1.983
C 6.077 2.899 4.886 -2.257
C 7.239 3.902 4.742 2.244
C 7.884 4.374 6.079 -1.834
C 6.937 5.152 3.894 -1.835
C 8.385 3.123 3.977 -1.600
C 4.107 0.913 4.992 -0.253
C 3.338 -0.210 5.156 -0.520
H 0.211 2.413 -10.895 0.334
H 0.438 1.451 -9.456 0.282
H 0.665 0.710 -11.073 0.361
H -2.053 1.931 -10.467 0.555
H -1.633 0.540 -11.431 0.268
H -0.041 -0.699 -8.531 0.367
H -0.432 -1.226 -10.174 0.421
H -1.037 -3.158 -9.156 0.423
H -1.536 -2.319 -7.637 0.326
H -2.596 -2.313 -9.046 0.278
H -1.586 -0.434 -5.828 0.297
H -2.976 -1.462 -5.338 0.522
H -2.214 1.280 -4.433 0.299
H -3.946 1.078 -4.820 0.388
H -4.272 0.190 -2.826 0.423
H -3.237 -1.189 -3.262 0.304
H -3.835 -1.097 -0.610 0.357
H -1.967 -0.795 1.064 0.352
H -0.353 -0.172 0.622 0.212
H -1.912 1.128 2.905 0.312
H -0.214 1.177 2.502 0.173
H 1.069 -0.028 3.545 0.414
H -0.091 0.489 4.831 0.367
H -0.260 -2.157 5.278 0.377
H 1.198 -2.241 4.326 0.250
H 1.094 0.989 7.324 0.488
H 2.428 2.981 7.038 0.227
H 3.975 3.814 3.365 0.347
H 2.847 4.118 4.669 0.602
H 4.157 5.293 4.435 0.348
H 5.213 3.512 7.526 0.311
H 3.766 4.469 7.073 0.530
H 5.348 5.046 6.627 0.425
H 6.412 2.106 5.570 0.530
H 5.945 2.417 3.912 0.561
H 7.726 3.690 6.915 0.250
H 8.940 4.590 5.897 0.543
H 7.442 5.345 6.336 0.398
H 6.270 5.826 4.442 0.260
H 7.838 5.659 3.543 0.517
H 6.374 4.849 2.999 0.341
H 8.853 3.804 3.258 0.349
H 8.008 2.254 3.432 0.360
H 9.176 2.841 4.677 0.343
H 4.931 0.804 4.297 0.335
H 3.568 -1.137 4.639 0.460
C -7.265 -3.997 -12.558 -1.164
C -6.469 -4.538 -11.388 -0.194
O -5.060 -4.530 -11.687 -0.298
C -4.438 -3.370 -11.515 0.362
O -4.940 -2.350 -11.145 -0.523
C -2.943 -3.531 -11.823 0.926
F -2.732 -4.223 -12.949 -0.263
F -2.320 -4.182 -10.829 -0.254
F -2.339 -2.351 -11.969 -0.240
H -7.026 -4.549 -13.469 0.375
H -8.332 -4.078 -12.368 0.343
H -7.026 -2.950 -12.744 0.291
H -6.738 -5.577 -11.205 0.362
H -6.669 -3.987 -10.471 0.302
C -1.342 5.646 1.712 -1.226
C -0.168 5.720 2.655 -0.030
O -0.532 6.351 3.894 -0.325
C -1.114 5.547 4.770 0.392
O -1.324 4.380 4.605 -0.515
C -1.428 6.310 6.065 0.863
F -1.980 7.504 5.816 -0.248
F -0.306 6.523 6.770 -0.250
F -2.270 5.630 6.839 -0.240
H -1.785 6.628 1.541 0.340
H -1.020 5.228 0.759 0.381
H -2.120 5.008 2.132 0.307
H 0.618 6.332 2.214 0.387
H 0.257 4.733 2.836 0.169
C -13.373 -0.922 -11.525 -1.106
C -12.808 -2.320 -11.657 -0.244
O -11.402 -2.342 -11.343 -0.276
C -11.094 -2.392 -10.053 0.246
O -11.870 -2.417 -9.144 -0.516
C -9.570 -2.459 -9.886 1.016
F -8.937 -1.584 -10.675 -0.252
F -9.107 -3.684 -10.201 -0.247
F -9.193 -2.200 -8.638 -0.265
H -12.802 -0.221 -12.136 0.307
H -14.415 -0.901 -11.842 0.373
H -13.318 -0.572 -10.494 0.321
H -12.891 -2.661 -12.687 0.316
H -13.347 -3.032 -11.033 0.329
C 5.364 -2.290 6.886 -0.765
C 6.318 -2.817 7.935 -0.224
O 7.687 -2.701 7.486 -0.389
C 8.249 -1.510 7.635 0.430
O 7.729 -0.537 8.098 -0.532
C 9.709 -1.561 7.161 0.825
F 9.830 -2.204 5.992 -0.253
F 10.477 -2.201 8.055 -0.258
F 10.212 -0.338 6.999 -0.238
H 5.533 -2.790 5.930 0.309
H 4.329 -2.451 7.192 0.372
H 5.512 -1.223 6.721 0.118
H 6.143 -3.869 8.096 0.192
H 6.186 -2.311 8.885 0.403
C 0.241 -5.700 9.910 -1.104
C 1.184 -6.227 10.971 -0.203
O 2.552 -6.157 10.527 -0.319
C 3.145 -4.977 10.655 0.294
O 2.649 -3.984 11.095 -0.509
C 4.604 -5.075 10.187 1.008
F 4.717 -5.744 9.030 -0.284
F 5.358 -5.715 11.088 -0.271
F 5.139 -3.865 10.000 -0.224
H 0.396 -6.226 8.967 0.303
H -0.795 -5.833 10.222 0.373
H 0.413 -4.640 9.723 0.314
H 0.983 -7.280 11.160 0.317
H 1.064 -5.698 11.915 0.317
```

Properties
Highest occupied orbital energy: -8.07 eV
SMILES: CCN(CC)C(=S)SCCCO[P@@](=O)(O)OCCOCCOc1ccc(C(C)(C)CC(C)(C)C)cc1.CCOC(=O)C(F)(F)F.CCOC(=O)C(F)(F)F.CCOC(=O)C(F)(F)F.CCOC(=O)C(F)(F)F.CCOC(=O)C(F)(F)F
Orbital gap: 8.00 eV
Molecular weight: 1274.14 g mol⁻¹
DFT total energy: -154827.317 eV
LUMO energy: -0.07 eV